Entry 1:
The following is a DFT calculation (wB97M-V/def2-TZVPD) of C21H16N3O9S2SeW as an isolated structure in a non-equilibrium geometry.

Values from the calculation:
HOMO-LUMO gap ... 6.216 eV
E_tot ... -4916.100689 hartree
Relative energy (zero: lowest compared OMol25 entry of this formula, charge and spin) ... 55.2 kJ/mol

```
! wB97M-V def2-TZVPD RIJCOSX def2/J DEFGRID3
* xyz 1 1
W 0.51223 -0.40916 0.35613
O -4.97062 2.32543 0.22211
C -3.80784 1.69768 0.06810
C -2.74613 2.23534 -0.67523
C -1.58127 1.50306 -0.74119
N -1.49383 0.29870 -0.19870
C -2.46780 -0.18763 0.55855
C -3.65355 0.47373 0.74695
C -1.98600 -1.39928 1.32436
O -2.48053 -1.86010 2.29155
O -0.80475 -1.79140 0.72314
C -0.25585 1.94492 -1.28882
O -0.09130 2.84964 -2.04957
O 0.73450 1.17445 -0.80354
H -4.98984 3.16067 -0.26063
H -2.80237 3.20963 -1.14144
H -4.41995 0.09190 1.40446
S 2.33096 -1.91233 0.02001
C 3.87658 -1.13014 0.40236
C 4.77694 -1.84999 1.18238
C 6.04534 -1.33632 1.40521
C 6.40820 -0.11505 0.85569
C 5.50283 0.59700 0.08038
C 4.23380 0.09275 -0.15270
H 4.48707 -2.79815 1.61353
H 6.74511 -1.89041 2.01469
H 7.39682 0.28359 1.03421
H 5.78121 1.55263 -0.34110
H 3.52675 0.65977 -0.74829
C 0.18298 0.63666 -4.59032
N 1.36022 -0.07828 -4.11923
C 1.44305 -0.94883 -3.10018
Se -0.00944 -1.49746 -2.03100
N 2.71009 -1.37068 -3.01336
C 3.48910 -0.74180 -3.96885
C 4.85071 -0.80061 -4.24617
C 5.29246 -0.00285 -5.28032
C 4.41824 0.82454 -6.00737
C 3.06987 0.88729 -5.72409
C 2.62530 0.08022 -4.68067
H -0.71079 0.12663 -4.24167
H 0.19721 0.63275 -5.67759
H 0.20025 1.65861 -4.21325
H 3.00567 -2.03794 -2.31285
H 5.52357 -1.42952 -3.68275
H 6.34119 -0.00931 -5.54071
H 4.81747 1.43230 -6.80658
H 2.40513 1.53454 -6.27565
O -0.30021 0.81533 1.90464
S 1.04123 0.47502 2.60850
O 1.93324 0.77468 1.39048
O 0.97081 -1.01949 2.45717
O 1.33394 1.07815 3.83827
*
```

Atom charges from the Mulliken analysis, given in e for atoms 1 to 2: 1.7522, -0.4984

***

Entry 2:
The following is a DFT calculation (wB97M-V/def2-TZVPD) of C21H16N5PPdS as an isolated structure in a non-equilibrium geometry.

Values from the calculation:
HOMO-LUMO gap (spin up / spin down) ... 4.146 / 4.165 eV
E_tot ... -1950.308660 hartree
Relative energy (zero: lowest compared OMol25 entry of this formula, charge and spin) ... 315.3 kJ/mol

```
! wB97M-V def2-TZVPD RIJCOSX def2/J DEFGRID3
* xyz 2 1
Pd 1.23707 1.56175 0.33122
N 2.68533 -0.04568 -0.00030
C 2.22412 -1.42872 0.00382
C 3.10713 -2.48812 -0.02431
C 2.60681 -3.78468 0.04518
C 1.23972 -4.01650 0.14518
C 0.35366 -2.95077 0.16291
C 0.85667 -1.65240 0.07202
P -0.18210 -0.23881 -0.00284
C -0.08742 0.49523 -1.61541
C 0.62221 -0.09112 -2.68143
C 0.62725 0.52395 -3.91466
C -0.05859 1.72557 -4.10080
C -0.75641 2.31711 -3.05940
C -0.77809 1.70738 -1.81420
C -1.83472 -0.56514 0.48085
C -2.80850 -0.75928 -0.50775
C -4.09178 -1.10775 -0.12031
C -4.39953 -1.24028 1.22808
C -3.43280 -1.03387 2.20711
C -2.14376 -0.69417 1.83928
H 3.25607 0.14897 -0.82273
H 3.27469 0.11027 0.81961
H 4.17462 -2.31432 -0.08091
H 3.29560 -4.61839 0.03537
H 0.86540 -5.02866 0.20889
H -0.71293 -3.12111 0.23302
H 1.13497 -1.03483 -2.54113
H 1.15106 0.06685 -4.74289
H -0.05327 2.19439 -5.07605
H -1.29216 3.24264 -3.21802
H -1.35659 2.14611 -1.00909
H -2.56868 -0.65038 -1.55717
H -4.85224 -1.27509 -0.87051
H -5.40729 -1.50420 1.52001
H -3.68744 -1.13629 3.25272
H -1.38694 -0.53458 2.59847
N 1.74757 1.40614 2.27361
C 1.35297 1.79974 3.33260
N 0.97204 2.05593 4.46612
C 0.86464 3.04209 5.31432
N 0.70486 3.89930 6.07350
S 1.41879 6.39540 0.59977
C 1.16150 4.80361 0.35398
N 0.95654 3.67275 0.16229
*
```

Atom charges from the Mulliken analysis, given in e for atoms 1 to 2: 0.0695, -0.2452

***

Entry 3:
The following is a DFT calculation (wB97M-V/def2-TZVPD) of C21H17BrCrFN3O4 as an isolated structure.

Values from the calculation:
⟨S²⟩ ... 0.79
HOMO-LUMO gap (spin up / spin down) ... 7.564 / 7.517 eV
E_tot ... -4993.713397 hartree
Relative energy (zero: lowest compared OMol25 entry of this formula, charge and spin) ... 19.6 kJ/mol

```
! wB97M-V def2-TZVPD RIJCOSX def2/J DEFGRID3
* xyz 1 2
Cr 0.18767 0.18650 0.13714
O -1.22825 -1.09303 -0.40664
C -1.09007 -2.14044 -1.05117
C 0.15410 -2.65923 -1.53186
C 0.13003 -3.86287 -2.25771
C 1.30256 -4.37628 -2.73706
C 2.52616 -3.73220 -2.52480
C 2.56439 -2.55673 -1.81864
C 1.38312 -1.99074 -1.30398
O 1.48099 -0.86498 -0.63306
N 1.27650 -5.63750 -3.49466
O 2.34396 -6.08913 -3.84672
O 0.20066 -6.18075 -3.62392
H -1.99588 -2.71501 -1.27840
H -0.80022 -4.38324 -2.44138
H 3.42708 -4.17562 -2.92401
H 3.49693 -2.04108 -1.64198
C 3.75988 2.82790 1.58516
C 2.62625 2.03587 1.13971
N 1.73521 1.41290 0.77820
H 3.40312 3.71093 2.11249
H 4.34969 3.13355 0.72259
H 4.37781 2.23138 2.25511
Br 0.07615 -2.06641 2.46627
C -0.94592 -0.52142 2.81108
C -1.76613 -0.45305 3.92093
C -2.44043 0.73536 4.15089
C -2.25242 1.80432 3.28592
C -1.40972 1.64127 2.20557
N -0.77860 0.48412 1.95656
H -1.86444 -1.30368 4.57775
H -3.10039 0.82497 5.00226
H -2.75132 2.74880 3.43975
H -1.23542 2.43782 1.49512
F -5.91799 2.63977 -1.63472
C -4.60329 2.39698 -1.52331
C -4.07113 1.28655 -2.15391
C -2.71691 1.03846 -2.02569
C -1.88773 1.88143 -1.28251
C -0.43459 1.62094 -1.12081
C -2.46398 3.00593 -0.68950
C -3.81962 3.27212 -0.79830
H -4.71390 0.64482 -2.73872
H -2.29140 0.18488 -2.53484
H 0.12222 2.53584 -0.91664
H 0.00578 1.14034 -2.00776
H -1.83641 3.70850 -0.15342
H -4.26668 4.14785 -0.34986
*
```

Atom charges from the Mulliken analysis, given in e for atoms 1 to 2: 0.3000, -0.3398